{"formula": "C32H37IKN5O5STe", "method": "wB97M-V/def2-TZVPD", "orbital_gap_ev": 4.81, "charge": -2, "spin_multiplicity": 1, "e_tot_ha": -3455.48920, "homo_energy_ev": -0.834, "relative_energy_ev": 2.048, "elements": ["K", "C", "C", "N", "C", "C", "C", "O", "C", "C", "N", "C", "C", "C", "C", "C", "C", "I", "C", "O", "H", "H", "H", "H", "H", "H", "H", "H", "H", "H", "H", "H", "N", "C", "C", "C", "O", "O", "H", "H", "H", "H", "H", "H", "Te", "C", "C", "C", "C", "C", "C", "H", "H", "H", "H", "H", "O", "S", "C", "C", "C", "C", "H", "H", "H", "H", "H", "H", "H", "H", "N", "C", "C", "C", "C", "C", "N", "H", "H", "H", "H", "H", "H"], "positions_angstrom": [[-0.7982, 0.1048, -1.0244], [-4.4984, -0.1422, -0.7540], [-4.2293, 1.1059, 0.0372], [-5.2098, 1.9683, 0.2157], [-4.9692, 3.0710, 0.9470], [-3.7245, 3.4101, 1.4278], [-3.5287, 4.6669, 2.2315], [-3.3914, 4.4106, 3.6325], [-2.6331, 2.5515, 1.1709], [-1.2897, 2.9206, 1.5720], [-0.2078, 2.6614, 0.9199], [0.9779, 3.2981, 1.2608], [1.0373, 4.5059, 1.9856], [2.2261, 5.1507, 2.2540], [3.4295, 4.6210, 1.8113], [3.4058, 3.4479, 1.0729], [2.2129, 2.8052, 0.7911], [2.3280, 1.0559, -0.3910], [-2.9176, 1.2757, 0.5881], [-2.0908, 0.3130, 0.6723], [-5.5516, -0.1967, -1.0207], [-4.2150, -1.0138, -0.1603], [-3.8823, -0.1509, -1.6572], [-5.8295, 3.7074, 1.1341], [-4.3992, 5.3193, 2.1436], [-2.6513, 5.2172, 1.8644], [-2.7631, 3.6880, 3.7514], [-1.2077, 3.5045, 2.4955], [0.1139, 4.9656, 2.3125], [2.2151, 6.0835, 2.8052], [4.3682, 5.1165, 2.0224], [4.3286, 3.0169, 0.7083], [-1.3704, -2.8004, -0.8985], [-1.9518, -3.1114, -2.2038], [-0.9764, -2.7398, -3.3151], [-0.5188, -1.2852, -3.0937], [-1.3680, -0.3811, -3.2719], [0.6442, -1.1011, -2.6738], [-0.3978, -3.1122, -0.8746], [-1.8797, -3.2681, -0.1596], [-2.8664, -2.5196, -2.3170], [-2.2258, -4.1764, -2.3091], [-1.4641, -2.8300, -4.2876], [-0.0960, -3.3805, -3.2711], [2.3639, -3.2854, -1.7175], [3.6103, -4.8704, -1.0543], [3.7791, -6.0403, -1.8082], [4.5518, -7.1015, -1.3657], [5.2030, -7.0349, -0.1397], [5.0876, -5.8713, 0.6121], [4.3141, -4.8162, 0.1566], [3.2850, -6.1086, -2.7713], [4.6538, -7.9911, -1.9810], [5.7902, -7.8717, 0.2225], [5.6124, -5.7936, 1.5597], [4.2559, -3.9135, 0.7521], [-1.3057, 1.1131, 4.5480], [-1.8750, 0.5665, 3.2651], [-3.4638, -0.1675, 3.8424], [-2.9905, -1.2322, 4.8121], [-1.9529, -2.0687, 4.0589], [-1.2203, -1.1375, 3.0877], [-3.9911, -0.5608, 2.9720], [-4.0529, 0.6171, 4.3145], [-3.7997, -1.8463, 5.2150], [-2.5037, -0.7200, 5.6440], [-2.4525, -2.8652, 3.5029], [-1.2559, -2.5315, 4.7586], [-1.4212, -1.3693, 2.0449], [-0.1477, -1.0962, 3.2380], [1.5002, 1.1070, 3.5004], [2.2386, -0.0395, 3.5599], [3.0568, -0.3347, 4.6645], [3.8396, -1.4683, 4.6211], [3.7960, -2.2888, 3.4975], [2.9566, -1.9172, 2.4605], [2.1950, -0.8304, 2.4865], [1.0352, 1.4167, 4.3396], [0.8972, 1.1450, 2.6914], [3.0609, 0.3277, 5.5207], [4.4866, -1.7162, 5.4546], [4.3897, -3.1904, 3.4419], [2.8599, -2.5102, 1.5557]]}

{"formula": "C8H23IrN4O6P2", "method": "wB97M-V/def2-TZVPD", "orbital_gap_ev": [10.10, 6.64], "charge": 3, "spin_multiplicity": 6, "e_tot_ha": -1775.12659, "s2": 8.770, "homo_energy_ev": [-19.154, -20.719], "elements": ["Ir", "C", "C", "N", "C", "C", "N", "C", "C", "N", "H", "H", "H", "H", "H", "H", "H", "H", "H", "H", "H", "H", "H", "H", "H", "N", "C", "C", "P", "O", "O", "O", "P", "O", "O", "O", "H", "H", "H", "H", "H", "H", "H", "H"], "positions_angstrom": [[-0.5528, 0.2448, -1.0653], [-1.7942, 3.0402, -1.3462], [-0.4229, 3.1667, -0.6194], [-0.2830, 2.0394, 0.3331], [-1.3036, 1.8792, 1.3718], [-1.7619, 0.4379, 1.6536], [-2.1200, -0.3453, 0.4541], [-3.4273, -0.1992, -0.2369], [-3.5261, 1.1936, -0.8799], [-2.2347, 1.5997, -1.5372], [-1.7375, 3.5284, -2.3318], [-2.5713, 3.5480, -0.7792], [-0.3781, 4.1781, -0.1834], [0.4220, 3.0958, -1.3120], [0.6645, 2.0389, 0.7074], [-2.1350, 2.4800, 1.0585], [-0.9602, 2.3180, 2.3229], [-2.6178, 0.5149, 2.3462], [-0.9306, -0.0947, 2.1112], [-1.9057, -1.3289, 0.5725], [-4.2755, -0.3019, 0.4350], [-3.4790, -0.9611, -1.0056], [-3.7766, 1.9323, -0.1068], [-4.3278, 1.2144, -1.6180], [-2.3939, 1.5101, -2.5357], [3.2778, -2.7758, -1.2537], [2.6809, -2.0897, -0.0491], [3.4935, -2.4694, 1.1439], [2.7178, -0.1741, -0.3621], [2.5038, 0.5112, 1.0366], [4.0557, -0.1771, -0.9801], [1.5275, 0.2579, -1.2029], [0.8186, -2.6503, 0.0723], [0.3343, -2.3630, 1.5244], [1.1860, -4.0306, -0.3136], [-0.0876, -1.8436, -0.8278], [4.2042, -2.3781, -1.4557], [2.7152, -2.6558, -2.0772], [3.3785, -3.7928, -1.1077], [4.5119, -2.0476, 1.0564], [3.6179, -3.5521, 1.2374], [3.0519, -2.0706, 2.0514], [3.3088, 0.6574, 1.5446], [0.5324, -3.0853, 2.1541]]}

{"formula": "C2H7N3O3P", "method": "wB97M-V/def2-TZVPD", "orbital_gap_ev": [6.56, 6.55], "charge": -1, "spin_multiplicity": 1, "e_tot_ha": -811.80336, "homo_energy_ev": [-2.875, -2.873], "relative_energy_ev": 3.311, "elements": ["C", "C", "N", "N", "N", "O", "O", "O", "P", "H", "H", "H", "H", "H", "H", "H"], "positions_angstrom": [[-0.0004, -1.5149, -0.3570], [0.8194, 0.2639, -1.4333], [0.1470, -2.8650, 0.0220], [-1.0601, -0.7462, -0.1200], [1.0402, -0.9434, -0.9549], [0.8623, 2.8947, 0.6008], [-1.6160, 2.2641, 0.6530], [0.1115, 1.0617, 2.2121], [-0.2601, 1.6871, 0.9018], [-0.1064, 0.6258, -2.0625], [1.5713, 0.9943, -1.6910], [-0.5306, -3.3901, 0.6106], [1.0578, -3.1805, 0.1694], [-1.6155, -1.1810, 0.5851], [-0.7484, 0.3421, 0.0419], [0.3280, 3.6874, 0.8220]]}

{"formula": "C31H52NOSi4TeTi", "method": "wB97M-V/def2-TZVPD", "orbital_gap_ev": [6.17, 5.11], "charge": 1, "spin_multiplicity": 1, "e_tot_ha": -3617.80360, "homo_energy_ev": [-9.818, -9.529], "elements": ["C", "C", "C", "H", "C", "C", "H", "C", "C", "C", "H", "C", "C", "H", "H", "H", "H", "H", "H", "Ti", "C", "C", "C", "H", "H", "H", "H", "H", "H", "C", "C", "H", "H", "O", "N", "C", "H", "C", "C", "H", "C", "H", "C", "H", "C", "H", "C", "H", "H", "H", "C", "Si", "C", "C", "Si", "Te", "Si", "C", "C", "C", "Si", "C", "C", "C", "H", "H", "H", "H", "H", "H", "H", "H", "H", "H", "H", "H", "H", "H", "H", "H", "H", "H", "H", "H", "H", "H", "H", "H", "H", "H", "H"], "positions_angstrom": [[-1.5946, 1.8934, -0.6652], [-2.4605, 1.1343, -1.5421], [-3.2343, 0.2367, -0.7377], [-2.5890, 1.3004, -2.6076], [-2.8788, 0.4375, 0.6207], [-1.8872, 1.4586, 0.6945], [-3.3418, -0.0496, 1.4743], [0.9247, -0.5895, -1.8939], [-0.1660, -0.0601, -2.6891], [-1.1433, -1.1115, -2.8048], [-0.1921, 0.9311, -3.1394], [-0.6491, -2.2836, -2.1426], [0.6068, -1.9487, -1.5679], [-4.0412, -0.4009, -1.0980], [-1.4555, 1.8738, 1.6002], [-0.8803, 2.6568, -0.9528], [1.2347, -2.6344, -0.9990], [-2.0655, -1.0651, -3.3884], [1.8433, -0.0711, -1.6574], [-0.7974, -0.0137, -0.6582], [-1.2160, -3.6937, -2.2130], [-0.1986, -4.6051, -2.9426], [-2.5383, -3.7282, -2.9871], [0.0082, -4.2226, -3.9588], [-0.5883, -5.6235, -3.0275], [0.7587, -4.6454, -2.3916], [-2.3859, -3.3670, -4.0188], [-3.3026, -3.1037, -2.5106], [-2.9114, -4.7546, -3.0421], [-1.4305, -4.2758, -0.7649], [-2.3411, -3.4945, 0.1486], [-0.4526, -4.3507, -0.2960], [-1.8343, -5.2854, -0.8794], [-1.9930, -2.4531, 0.7489], [-3.5291, -3.9696, 0.4835], [-4.3439, -3.1943, 1.4316], [-3.8060, -4.9368, 0.2466], [-5.3861, -2.3503, 0.7301], [-5.9558, -1.2429, 1.3823], [-5.6649, -1.0448, 2.4218], [-6.8559, -0.4177, 0.7066], [-7.2707, 0.4508, 1.2187], [-7.2178, -0.7099, -0.6145], [-7.9167, -0.0604, -1.1415], [-6.6924, -1.8395, -1.2476], [-6.9804, -2.0915, -2.2695], [-5.7853, -2.6719, -0.5715], [-5.3882, -3.5713, -1.0511], [-3.6865, -2.5295, 2.0284], [-4.8301, -3.9094, 2.1209], [0.6187, 4.4595, 1.1505], [1.9142, 3.5378, 2.1639], [3.4018, 4.6581, 2.4580], [1.1657, 3.0730, 3.8275], [2.5804, 1.5926, 1.0255], [0.8275, -0.1612, 1.4838], [3.4731, 2.3491, -1.0422], [4.8954, 3.5429, -0.7120], [4.1839, 0.9655, -2.1123], [2.0941, 3.2092, -1.9965], [4.2646, 0.4575, 2.2018], [5.7701, 1.5723, 2.4147], [3.7201, -0.1048, 3.9177], [4.7161, -1.0549, 1.1704], [0.2649, 5.3060, 1.7591], [-0.2506, 3.8373, 0.9049], [1.0237, 4.8693, 0.2179], [3.0711, 5.4600, 3.1354], [4.2426, 4.1424, 2.9365], [3.7658, 5.1281, 1.5368], [0.2906, 2.4193, 3.7202], [1.8887, 2.5733, 4.4860], [0.8411, 4.0021, 4.3208], [5.6540, 3.1392, -0.0314], [5.3812, 3.7282, -1.6822], [4.5546, 4.5068, -0.3165], [3.4102, 0.4407, -2.6845], [4.8669, 1.4328, -2.8382], [4.7547, 0.2237, -1.5417], [1.1624, 2.6283, -2.0232], [1.8734, 4.2048, -1.5928], [2.4430, 3.3399, -3.0325], [5.5466, 2.4887, 2.9727], [6.5098, 0.9986, 2.9929], [6.2321, 1.8469, 1.4604], [2.9082, -0.8424, 3.8802], [4.5860, -0.5775, 4.4067], [3.3931, 0.7313, 4.5503], [3.8334, -1.6389, 0.8786], [5.2692, -0.7879, 0.2609], [5.3601, -1.6998, 1.7864]]}

{"formula": "C16H43KO18S4V", "method": "wB97M-V/def2-TZVPD", "orbital_gap_ev": 7.40, "charge": 1, "spin_multiplicity": 1, "e_tot_ha": -5126.08850, "homo_energy_ev": -12.694, "relative_energy_ev": 2.611, "elements": ["K", "O", "V", "O", "C", "C", "O", "O", "H", "H", "H", "C", "O", "H", "H", "H", "H", "C", "O", "H", "H", "H", "H", "O", "S", "O", "O", "C", "C", "C", "H", "H", "H", "H", "H", "H", "H", "H", "O", "S", "O", "O", "C", "C", "C", "H", "H", "H", "H", "H", "H", "H", "H", "O", "S", "O", "O", "C", "C", "C", "H", "H", "H", "H", "H", "H", "H", "H", "O", "S", "O", "O", "C", "C", "C", "H", "H", "H", "H", "H", "H", "H", "H"], "positions_angstrom": [[-0.2490, 0.8990, -5.2170], [-0.3849, -3.5255, -3.6816], [1.0252, -2.7578, -3.4227], [2.0002, -3.9382, -2.9997], [-0.6817, -0.0447, -0.3641], [-0.1650, -0.9135, -1.4991], [0.4555, -1.9135, -1.1806], [-0.3302, -0.7474, -2.7379], [-1.4338, 0.6552, -0.7284], [0.0725, 0.4466, 0.2506], [-1.2470, -0.7908, 0.1942], [3.9040, -1.3407, -2.6170], [2.6374, -1.1477, -3.2558], [4.6101, -0.5323, -2.8070], [3.7357, -1.3647, -1.5403], [4.3410, -2.3179, -2.8225], [2.3922, -0.2216, -3.1934], [-0.4711, 3.3657, -2.2212], [0.3564, 3.2919, -3.3572], [-0.8732, 4.3575, -2.0143], [-1.2918, 2.6636, -2.3679], [0.1642, 3.1665, -1.3581], [-0.2295, 3.6443, -4.0311], [2.5663, -3.9128, 3.3417], [2.9562, -2.5277, 3.0013], [3.7292, -1.7792, 3.9835], [3.7637, -2.4737, 1.5205], [3.2803, -3.3295, 0.4698], [4.3377, -4.2705, -0.0082], [1.4318, -1.4955, 2.6324], [2.8344, -2.7045, -0.3040], [2.5767, -4.0520, 0.8835], [4.7141, -4.8820, 0.8118], [5.2662, -3.7640, -0.2717], [3.9725, -4.8552, -0.8526], [0.8139, -1.7019, 3.5062], [0.9143, -1.7790, 1.7159], [1.7542, -0.4584, 2.7249], [0.6924, 4.8335, 0.6488], [2.0796, 5.0626, 0.2411], [3.0473, 5.7348, 1.0869], [2.6701, 3.5325, -0.1304], [2.3637, 2.4413, 0.7606], [3.2489, 1.2327, 0.3838], [2.1850, 5.8010, -1.4682], [1.2926, 2.2391, 0.7510], [2.6148, 2.7044, 1.7881], [3.3813, 0.5666, 1.2363], [4.2747, 1.5519, 0.1993], [3.0332, 0.6905, -0.5369], [1.3217, 5.4651, -2.0427], [3.0849, 5.4282, -1.9575], [2.3961, 6.8700, -1.4401], [-0.0022, 1.6328, 3.1981], [-1.2818, 1.8548, 3.8339], [-1.3188, 2.2639, 5.2294], [-2.1995, 2.9313, 2.9579], [-2.1003, 2.8699, 1.5503], [-2.8719, 3.9976, 0.8601], [-2.4172, 0.3336, 3.7014], [-2.5105, 1.9595, 1.1131], [-1.0461, 2.9749, 1.2941], [-2.5251, 3.9860, -0.1732], [-2.6457, 4.8917, 1.4410], [-3.9229, 3.7091, 0.8781], [-2.0408, -0.4172, 4.3962], [-2.3230, 0.0341, 2.6576], [-3.4300, 0.6901, 3.8892], [-5.9505, -0.9058, -0.5494], [-4.5725, -1.2223, -0.1327], [-3.8316, -0.2960, 0.7332], [-4.5267, -2.7846, 0.5493], [-5.3931, -3.7631, -0.0029], [-4.6785, -5.1099, 0.1847], [-3.5911, -1.7274, -1.6066], [-5.4763, -3.4925, -1.0555], [-6.3890, -3.7519, 0.4399], [-4.5287, -5.3343, 1.2408], [-3.6944, -5.2234, -0.2701], [-5.3372, -5.8605, -0.2520], [-4.3688, -1.9721, -2.3301], [-2.8721, -2.5414, -1.5139], [-3.0887, -0.8292, -1.9655]]}

{"formula": "C6H13N3O2", "method": "wB97M-V/def2-TZVPD", "orbital_gap_ev": [6.50, 7.16], "spin_multiplicity": 3, "e_tot_ha": -550.73596, "s2": 2.008, "homo_energy_ev": [-5.723, -8.793], "relative_energy_ev": 6.006, "elements": ["C", "C", "C", "C", "C", "C", "N", "N", "N", "O", "O", "H", "H", "H", "H", "H", "H", "H", "H", "H", "H", "H", "H", "H"], "positions_angstrom": [[-2.2532, -1.6408, 3.2640], [-1.7134, -0.5981, 3.0155], [-1.5270, 0.3604, -2.2481], [2.6309, 0.0196, -0.6225], [-0.7261, 1.3441, -1.3535], [1.1947, -0.4298, -1.0123], [0.4028, 0.0666, 1.8413], [0.1027, 0.4710, -0.4694], [0.0573, 0.7357, 0.8535], [0.7990, -1.2306, 1.4984], [-0.4122, 1.8785, 1.2028], [-2.7375, -2.5655, 3.4941], [0.7349, -1.6240, 2.4650], [-1.3595, 0.3093, 2.6972], [-1.4343, 0.6608, -3.2992], [-1.1667, -0.7096, -2.0664], [-2.5208, 0.5962, -2.0521], [3.3562, -0.2113, -1.3591], [2.7892, 1.0784, -0.5718], [2.9281, -0.5474, 0.2790], [0.0700, 1.9260, -1.9599], [-1.2201, 1.9897, -0.6605], [1.0646, -0.3361, -2.0915], [0.9403, -1.5431, -0.8446]]}